Entry 1:
The following is a DFT calculation (the ωB97M-V functional and the def2-TZVPD basis) of 2 unconnected molecules or ions with the total composition C3H7OS.

Structure (XYZ):
```
12
Properties=species:S:1:pos:R:3:mulliken_spin:R:1
H 3.4030 -1.7189 -0.8227 -0.023
H -0.0176 0.7966 -1.2312 0.002
H 0.5434 -1.1193 0.1149 -0.007
S 2.4983 -0.8156 -1.2326 1.032
H -2.0293 0.4138 0.9981 0.001
C -0.3555 -1.0789 0.7453 0.003
H -0.2364 2.9422 -0.5492 0.000
H -0.9406 -1.9728 0.5103 0.000
H -0.0691 -1.1460 1.7918 -0.002
C -0.6679 1.0864 -0.4119 0.000
C -1.1072 0.1952 0.4659 -0.005
O -1.0211 2.4173 -0.3788 0.000
```

As for the expectation value of S²: 0.75. As for the HOMO-LUMO gap (spin up / spin down): 9.283 / 5.770 eV. Its multiplicity is 2. The HOMO energy (spin up / spin down) comes out at -0.3137 / -0.3136 hartree. The relative energy (zero: lowest compared OMol25 entry of this formula, charge and spin) is 99.41 kJ/mol. Its charge is 0. Its molar mass is 91.2 g/mol.



Entry 2:
The following is a DFT calculation (the ωB97M-V functional and the def2-TZVPD basis) of a gas-phase ion, C3H7OS2 (charge +1).

Structure (XYZ):
```
13
Properties=species:S:1:pos:R:3:nbo_charge:R:1
H 0.9306 0.1700 1.9621 0.246
O -0.2533 -0.2707 0.5134 -0.371
C 1.2139 -0.0571 0.9630 -0.196
H 1.6960 -1.0092 0.8645 0.234
H 1.6782 0.7137 0.4661 0.231
H 0.1670 -1.2101 -1.3400 0.235
S -0.6894 1.1680 -1.7209 0.144
C -0.3088 -1.3569 -0.4268 -0.331
S -1.3639 2.1747 1.1721 0.094
H -0.2163 -2.3966 0.1367 0.277
H -0.8102 2.5767 -1.6599 0.242
H -1.2544 -1.3875 -0.9246 0.243
C -0.7894 0.8851 -0.0059 -0.048
```

As for the HOMO-LUMO gap (spin up / spin down): 7.816 / 7.818 eV. The HOMO energy (spin up / spin down) comes out at -0.4980 / -0.4981 hartree. The relative energy (zero: lowest compared OMol25 entry of this formula, charge and spin) is 342.30 kJ/mol. Its charge is +1. Its molar mass is 123.2 g/mol.



Entry 3:
The following is a DFT calculation (the ωB97M-V functional and the def2-TZVPD basis) of 2 unconnected molecules or ions with the total composition C3H7PS.

Structure (XYZ):
```
12
Properties=species:S:1:pos:R:3:nbo_charge:R:1
H 1.0727 1.5419 -0.3925 0.221
H 1.8596 -0.0261 -0.1672 0.236
C -1.5452 0.6946 0.0975 -0.310
H -0.2263 -1.8331 1.2981 -0.063
S -3.0697 0.2063 -0.0673 0.072
P -0.2087 -1.9328 0.0157 0.328
H -1.2368 1.7002 0.4483 0.193
C 1.0049 0.6002 0.0303 -0.664
H 1.0437 0.9457 1.1123 0.221
C -0.3175 -0.0225 -0.3558 -0.450
H -0.5758 -0.2443 -1.8796 0.229
H -1.4755 -2.4121 0.0016 -0.013
```

As for the HOMO-LUMO gap: 8.161 eV. The HOMO energy comes out at -0.3257 hartree. The relative energy (zero: lowest compared OMol25 entry of this formula, charge and spin) is 290.41 kJ/mol. Its charge is 0. Its molar mass is 106.1 g/mol.



charge of number 3 (C3H7PS)?
0



The highest charge belongs to which entry?
C3H7OS2



Look up the charge of the first one.
0